{"formula": "C43H79BrCl29N2O", "method": "the ωB97M-V functional and the def2-TZVPD basis", "e_above_lowest_kj_mol": 0.00, "multiplicity": 1, "energy_ha": -17789.8689, "charge": 1, "symbols": ["C", "C", "C", "C", "C", "C", "C", "C", "C", "C", "C", "C", "C", "C", "C", "C", "C", "C", "C", "C", "N", "C", "Cl", "C", "O", "C", "Br", "C", "C", "C", "C", "C", "C", "N", "H", "H", "H", "H", "H", "H", "H", "H", "H", "H", "H", "H", "H", "H", "H", "H", "H", "H", "H", "H", "H", "H", "H", "H", "H", "H", "H", "H", "H", "H", "H", "H", "H", "H", "H", "H", "H", "H", "H", "H", "H", "H", "H", "H", "H", "H", "H", "H", "H", "H", "H", "C", "Cl", "Cl", "H", "H", "C", "Cl", "Cl", "H", "H", "C", "Cl", "Cl", "H", "H", "C", "Cl", "Cl", "H", "H", "C", "Cl", "Cl", "H", "H", "C", "Cl", "Cl", "H", "H", "C", "Cl", "Cl", "H", "H", "C", "Cl", "Cl", "H", "H", "C", "Cl", "Cl", "H", "H", "C", "Cl", "Cl", "H", "H", "C", "Cl", "Cl", "H", "H", "C", "Cl", "Cl", "H", "H", "C", "Cl", "Cl", "H", "H", "C", "Cl", "Cl", "H", "H"], "positions_angstrom": [[1.137, 9.593, 2.835], [0.229, 9.453, 4.061], [-0.426, 8.077, 4.138], [0.635, 6.938, 4.226], [0.382, 6.015, 5.420], [-0.750, 5.006, 5.145], [-0.901, 3.999, 6.315], [-0.822, 2.523, 5.867], [0.189, 1.700, 6.693], [-0.186, 0.206, 6.788], [0.513, -0.633, 5.686], [1.748, -1.375, 6.220], [2.052, -2.690, 5.450], [3.531, -2.782, 5.058], [3.791, -4.018, 4.166], [3.135, -3.899, 2.797], [3.546, -5.059, 1.878], [2.714, -5.010, 0.575], [3.546, -4.531, -0.615], [2.617, -4.532, -1.832], [3.052, -3.664, -2.971], [4.508, -3.873, -3.291], [4.859, -5.596, -3.515], [4.874, -3.163, -4.595], [4.138, -3.673, -5.675], [2.783, -3.426, -5.491], [2.340, -1.532, -5.738], [2.233, -3.997, -4.176], [0.775, -3.626, -3.965], [-0.182, -4.281, -4.715], [-1.517, -3.972, -4.516], [-1.795, -3.004, -3.549], [-0.736, -2.394, -2.902], [0.563, -2.672, -3.065], [1.517, 10.610, 2.727], [2.015, 8.953, 2.938], [0.578, 9.323, 1.936], [0.781, 9.688, 4.975], [-0.546, 10.218, 3.942], [-1.021, 7.907, 3.242], [-1.063, 8.008, 5.021], [1.627, 7.372, 4.357], [0.594, 6.383, 3.287], [0.137, 6.592, 6.315], [1.286, 5.424, 5.606], [-1.667, 5.589, 5.030], [-0.505, 4.501, 4.208], [-0.156, 4.239, 7.074], [-1.892, 4.170, 6.740], [-0.543, 2.487, 4.812], [-1.796, 2.042, 5.972], [1.190, 1.802, 6.262], [0.235, 2.125, 7.699], [-1.270, 0.109, 6.735], [0.158, -0.148, 7.761], [-0.190, -1.329, 5.224], [0.836, 0.089, 4.931], [2.617, -0.721, 6.108], [1.666, -1.614, 7.280], [1.864, -3.515, 6.141], [1.408, -2.771, 4.575], [4.113, -2.932, 5.969], [3.850, -1.904, 4.491], [4.865, -4.201, 4.073], [3.374, -4.879, 4.701], [2.045, -3.883, 2.859], [3.442, -2.962, 2.313], [3.352, -5.991, 2.404], [4.598, -4.974, 1.600], [1.850, -4.352, 0.700], [2.318, -5.991, 0.312], [3.928, -3.523, -0.407], [4.413, -5.173, -0.777], [1.636, -4.219, -1.481], [2.500, -5.562, -2.167], [2.960, -2.670, -2.733], [5.149, -3.440, -2.526], [4.732, -2.085, -4.452], [5.940, -3.324, -4.741], [2.282, -3.958, -6.296], [2.247, -5.083, -4.288], [0.107, -5.030, -5.443], [-2.310, -4.454, -5.070], [-2.801, -2.702, -3.320], [-0.962, -1.609, -2.188], [-4.305, -5.508, -1.246], [-6.057, -5.311, -1.171], [-3.645, -4.990, -2.811], [-3.854, -4.904, -0.467], [-4.063, -6.554, -1.098], [0.303, -7.616, -1.508], [-0.913, -6.494, -2.123], [1.590, -7.899, -2.693], [0.741, -7.192, -0.612], [-0.175, -8.561, -1.281], [4.850, 0.508, -3.080], [6.558, 0.103, -3.262], [4.120, -0.357, -1.713], [4.753, 1.572, -2.906], [4.326, 0.226, -3.988], [-9.048, -4.119, -2.923], [-9.199, -2.375, -3.173], [-9.876, -5.036, -4.187], [-7.997, -4.380, -2.935], [-9.487, -4.373, -1.965], [10.350, 0.078, -3.280], [11.107, -0.721, -4.663], [11.411, 0.105, -1.870], [10.111, 1.098, -3.556], [9.447, -0.464, -3.023], [-4.493, 8.732, 2.549], [-3.615, 7.939, 1.229], [-3.539, 8.762, 4.038], [-4.719, 9.758, 2.256], [-5.411, 8.185, 2.734], [-7.431, 11.553, 2.913], [-6.075, 11.405, 1.781], [-8.453, 10.115, 2.899], [-7.033, 11.688, 3.912], [-8.030, 12.408, 2.626], [-0.758, -5.870, 2.464], [-1.518, -5.498, 0.904], [0.741, -6.783, 2.249], [-0.527, -4.934, 2.960], [-1.441, -6.456, 3.067], [13.797, -2.799, -6.161], [12.875, -2.476, -7.637], [15.291, -3.679, -6.496], [14.047, -1.853, -5.696], [13.185, -3.396, -5.495], [-9.944, -6.622, -7.871], [-11.486, -6.209, -7.113], [-9.882, -6.118, -9.562], [-9.150, -6.121, -7.329], [-9.814, -7.697, -7.823], [6.025, -6.231, -7.241], [7.469, -6.156, -8.251], [4.678, -7.029, -8.065], [6.258, -6.789, -6.342], [5.721, -5.222, -6.990], [0.391, 11.915, -0.568], [-0.220, 10.284, -0.868], [-0.413, 12.666, 0.814], [1.453, 11.854, -0.365], [0.210, 12.523, -1.447], [-12.051, 12.494, 2.453], [-10.699, 13.381, 3.174], [-11.507, 11.122, 1.484], [-12.684, 12.125, 3.250], [-12.604, 13.172, 1.814], [-12.638, -2.813, -5.104], [-14.168, -2.407, -4.314], [-12.607, -2.294, -6.792], [-11.833, -2.318, -4.574], [-12.504, -3.887, -5.070]]}